Below is 9 unconnected molecules or ions with the total composition C48H101Cl3IN8O14P in a non-equilibrium geometry, with properties calculated with ωB97M-V with the def2-TZVPD basis set.

Computed properties:
Total charge ... -2
Strongest force on any atom ... 9.6 eV/Å
Molecular weight ... 1278.615 g mol⁻¹
Electronic energy ... -5400.04578 hartree
E_HOMO ... -0.50 eV
Orbital gap ... 3.11 eV
2S+1 ... 1

```
176
C48H101Cl3IN8O14P (ωB97M-V with the def2-TZVPD basis set)
I -0.279 -2.965 -0.679
Cl -1.275 0.773 -3.572
Cl -1.874 -1.626 -1.800
Cl 1.204 2.686 -2.013
P 0.702 -2.768 -2.980
O -2.008 -0.264 5.052
O 4.920 9.648 0.955
O 4.535 -2.632 -2.357
O 3.465 -1.889 -5.099
O 8.911 -5.794 -4.509
O -8.870 1.150 1.460
O 4.851 -0.147 -4.212
O 3.974 3.661 1.753
O 2.135 -3.399 -2.152
O -12.064 7.687 4.156
O -11.966 1.687 5.598
O 1.271 -1.094 -2.787
O 1.359 -7.765 -1.545
O -7.196 -1.424 3.770
N 3.897 5.672 0.610
N 7.173 10.178 0.956
N -13.182 5.963 5.223
N -10.878 -0.046 4.516
N -5.548 -2.595 2.642
N -8.691 3.201 0.402
N -3.068 1.625 4.237
N 9.183 -5.715 -6.807
C -11.183 0.469 3.198
C -7.825 4.236 -0.123
C -0.094 -0.897 -5.688
C -1.162 -0.906 -4.441
C 8.194 11.182 0.741
C 9.553 -4.315 -6.803
C 0.961 -5.762 -3.115
C -2.198 1.723 3.084
C 7.876 -4.276 -2.021
C 3.586 2.729 -3.512
C 3.021 0.448 -2.049
C 2.649 5.350 -0.050
C 4.523 6.949 0.336
C -12.061 6.631 4.777
C 5.832 10.449 0.790
C 3.174 -2.382 -1.777
C 7.576 8.847 1.359
C 9.134 -6.421 -8.070
C 3.072 -3.210 0.864
C -4.116 2.610 4.408
C 6.375 -4.443 -2.653
C 4.450 4.755 1.478
C 2.211 -2.906 2.225
C 5.158 -3.814 -1.745
C -10.118 -1.274 4.628
C 0.843 -0.673 2.620
C -6.700 -1.842 2.731
C 9.647 -4.724 -0.106
C -13.095 4.716 5.953
C 3.662 -1.049 -4.045
C 2.421 1.659 -3.034
C 2.334 -1.377 2.802
C 2.737 -1.043 -2.680
C -2.873 0.599 5.137
C -10.126 3.370 0.298
C -0.080 -4.519 -3.333
C 8.889 -6.331 -5.609
C 0.955 -6.325 -1.540
C 7.256 -5.953 0.093
C -11.320 0.647 5.623
C -5.024 -3.053 1.372
C -4.838 -2.939 3.856
C -14.488 6.526 4.952
C 8.015 -4.597 -0.424
C 3.212 -1.932 -0.166
C -1.049 -2.167 -3.414
C 6.037 -6.003 -3.156
C -8.195 2.061 0.997
H 4.741 7.014 -0.734
H -14.547 7.522 5.402
H -0.446 -1.726 -6.470
H 1.876 1.203 -3.976
H 9.756 -3.966 -7.819
H -3.661 3.603 4.476
H 8.307 -3.177 -2.186
H 8.755 11.322 1.670
H -5.655 -2.723 0.542
H -4.695 2.418 5.315
H -13.631 3.941 5.396
H 6.464 -6.819 -2.436
H -7.159 -1.638 1.751
H 8.664 8.783 1.450
H 3.073 3.806 -3.489
H -3.588 0.617 5.975
H -8.041 5.174 0.395
H 2.784 4.437 -0.639
H -9.147 -1.134 4.144
H -0.176 -6.188 -1.183
H -0.041 -1.428 2.836
H -1.035 -4.725 -2.684
H 8.611 -4.993 -2.608
H 2.605 -4.138 0.327
H 3.212 -0.743 2.357
H -10.560 3.354 1.302
H 7.111 8.610 2.321
H 2.655 -3.624 3.068
H -12.055 4.407 6.086
H 7.225 8.128 0.613
H 6.376 -3.811 -3.667
H -13.559 4.847 6.935
H -4.783 2.571 3.542
H -10.758 1.473 3.101
H 3.863 2.503 -4.648
H -14.618 6.620 3.870
H 6.083 -5.842 0.116
H 8.842 -7.465 -7.927
H 5.635 11.489 0.483
H 7.604 -6.147 1.214
H -11.121 6.118 5.036
H -11.035 0.169 6.574
H 8.620 -7.394 -5.725
H 0.676 -0.283 1.515
H -10.666 -2.076 4.127
H 4.195 -1.334 0.056
H -4.983 -4.146 1.379
H -15.276 5.889 5.364
H 4.159 -3.547 1.214
H 2.336 6.168 -0.704
H 10.035 -3.710 0.383
H -5.506 -3.508 4.509
H -0.239 0.140 -6.248
H 5.454 -3.524 -0.651
H 1.882 5.169 0.708
H 5.397 5.099 1.925
H 10.445 -4.184 -6.183
H 10.288 -4.885 -1.084
H -1.777 -3.014 -3.837
H 3.834 7.749 0.620
H -2.280 0.804 2.497
H 4.177 0.637 -1.817
H 1.206 -2.948 -4.339
H -0.321 -4.491 -4.502
H -9.961 -1.546 5.676
H 1.029 -1.004 -5.382
H 2.221 -1.285 -0.005
H 9.883 -5.578 0.680
H 8.870 10.837 -0.047
H -10.770 -0.182 2.423
H -3.950 -3.535 3.629
H -6.772 3.980 0.022
H 0.515 -6.676 -3.743
H 8.735 -3.732 -6.370
H 2.041 -5.597 -3.538
H -1.164 1.831 3.426
H -2.472 2.581 2.465
H 10.123 -6.386 -8.534
H 8.405 -5.931 -8.722
H 1.678 -5.729 -0.840
H -10.541 2.537 -0.278
H 2.479 0.634 -1.002
H 4.885 -6.182 -3.325
H 5.454 7.060 0.899
H -10.368 4.316 -0.194
H 7.551 -6.924 -0.522
H 2.053 -7.801 -2.295
H 1.077 -3.181 2.137
H 6.599 -6.164 -4.197
H 7.640 -3.654 0.184
H -4.016 -2.649 1.239
H 4.547 2.716 -2.845
H -7.093 2.032 1.025
H -4.544 -2.019 4.369
H 4.346 -4.683 -1.642
H -8.022 4.353 -1.193
H -2.236 -1.009 -4.958
H -12.269 0.535 3.084
H 7.752 12.137 0.442
H 2.526 -1.423 3.980
H 0.692 0.244 3.332
```